The following is a quantum chemistry calculation of C42H37F2N7O2P2Ti as an isolated structure at a distorted geometry, from OMol25.

Calculated values
- Relative energy (zero: lowest compared OMol25 entry of this formula, charge and spin): 39.8 kJ/mol
- Expectation value of S²: 0.757
- Calculated total energy: -105804.9448 eV
- LUMO (spin up / spin down): -2.10 / -2.08 eV

```
! wB97M-V def2-TZVPD RIJCOSX def2/J DEFGRID3
* xyz 1 2
Ti 0.686 0.896 -0.427
C 1.227 -2.025 4.449
N 0.678 -1.232 3.346
C -0.505 -0.538 3.398
C -0.643 0.064 2.192
N 0.440 -0.257 1.400
C 1.225 -1.035 2.127
P 2.784 -1.824 1.662
C 2.176 -3.016 0.429
N 1.222 -2.856 -0.475
C 1.124 -4.049 -1.139
C 2.030 -4.936 -0.632
N 2.691 -4.277 0.365
C 3.776 -4.837 1.172
C 3.523 -0.590 0.565
N 3.001 -0.173 -0.578
C 4.014 0.497 -1.220
C 5.136 0.494 -0.449
N 4.819 -0.204 0.685
C 5.698 -0.375 1.843
H 0.529 -1.967 5.278
H 2.187 -1.629 4.764
H 1.337 -3.066 4.156
H -1.132 -0.532 4.274
H -1.434 0.712 1.854
H 0.416 -4.202 -1.937
H 2.255 -5.958 -0.885
H 3.892 -5.883 0.906
H 3.542 -4.767 2.231
H 4.712 -4.320 0.973
H 3.893 0.927 -2.199
H 6.111 0.925 -0.602
H 6.717 -0.161 1.533
H 5.649 -1.396 2.209
H 5.415 0.311 2.638
F 2.252 3.796 4.032
C 2.269 3.645 2.693
C 1.537 2.622 2.126
C 1.518 2.436 0.742
C 2.259 3.352 -0.042
C 3.019 4.332 0.588
F 3.810 5.157 -0.136
C 3.041 4.513 1.953
C 2.172 3.217 -1.515
C 2.520 4.210 -2.430
C 2.386 3.967 -3.782
C 1.909 2.739 -4.215
C 1.545 1.819 -3.262
N 1.663 2.050 -1.947
H 0.980 1.981 2.800
H 3.635 5.293 2.410
H 2.881 5.161 -2.078
H 2.651 4.736 -4.497
H 1.795 2.506 -5.264
H 1.132 0.861 -3.537
O -0.935 2.456 -1.593
C -1.105 1.919 -0.497
C -2.421 2.160 0.183
C -2.749 3.444 0.600
C -3.993 3.697 1.161
C -4.920 2.664 1.270
C -4.589 1.385 0.836
C -3.328 1.116 0.307
P -2.767 -0.548 -0.232
C -4.095 -1.660 0.348
C -4.030 -2.061 1.685
C -5.014 -2.869 2.234
C -6.070 -3.308 1.443
C -6.134 -2.930 0.109
C -5.154 -2.107 -0.435
C -2.959 -0.511 -2.046
C -3.222 0.647 -2.773
C -3.220 0.620 -4.165
C -2.956 -0.560 -4.843
C -2.688 -1.722 -4.126
C -2.679 -1.692 -2.739
H -2.024 4.242 0.480
H -4.246 4.695 1.495
H -5.900 2.853 1.688
H -5.317 0.588 0.925
H -3.198 -1.733 2.301
H -4.955 -3.165 3.274
H -6.838 -3.944 1.865
H -6.953 -3.270 -0.512
H -5.228 -1.805 -1.474
H -3.431 1.579 -2.259
H -3.427 1.528 -4.716
H -2.961 -0.579 -5.926
H -2.491 -2.650 -4.646
H -2.471 -2.603 -2.186
O 0.279 -0.650 -1.868
H 0.569 -1.478 -1.387
H -0.545 -0.860 -2.326
*
```

=====

The following is a quantum chemistry calculation of C42H37I2N3P2SnTe as an isolated structure at a distorted geometry, from OMol25.

Calculated values
- Relative energy (zero: lowest compared OMol25 entry of this formula, charge and spin): 55.8 kJ/mol
- Calculated total energy: -96512.9645 eV
- LUMO: -7.30 eV

```
! wB97M-V def2-TZVPD RIJCOSX def2/J DEFGRID3
* xyz 2 1
Sn 0.813 -2.158 -1.069
Te -1.385 -0.179 3.870
C -1.811 1.925 3.726
C -3.029 2.417 3.284
C -3.160 3.797 3.155
N -2.178 4.647 3.426
C -1.027 4.168 3.880
C -0.791 2.807 4.051
C -0.945 -0.039 1.775
P -2.296 -0.314 0.787
C -3.929 -0.580 1.478
C -5.001 0.216 1.063
C -6.276 -0.076 1.517
C -6.491 -1.164 2.352
C -5.429 -1.976 2.733
C -4.150 -1.693 2.295
C -2.512 0.679 -0.700
C -2.613 2.062 -0.535
C -3.004 2.842 -1.611
C -3.300 2.247 -2.832
C -3.201 0.871 -2.990
C -2.808 0.079 -1.923
P 0.758 -0.377 1.183
C 1.427 1.170 0.508
C 2.660 1.078 -0.138
C 3.284 2.217 -0.617
C 2.662 3.451 -0.482
C 1.436 3.547 0.162
C 0.826 2.412 0.674
C 1.696 -0.571 2.723
C 1.737 -1.840 3.301
C 2.409 -2.037 4.496
C 3.048 -0.970 5.112
C 3.008 0.294 4.538
C 2.336 0.499 3.342
H -3.859 1.762 3.049
H -4.092 4.235 2.814
H -0.255 4.895 4.106
H 0.162 2.455 4.421
H -4.843 1.054 0.399
H -7.105 0.543 1.203
H -7.492 -1.387 2.696
H -5.604 -2.842 3.358
H -3.326 -2.340 2.570
H -2.424 2.509 0.433
H -3.092 3.915 -1.497
H -3.628 2.862 -3.660
H -3.437 0.414 -3.942
H -2.759 -0.998 -2.030
H 3.149 0.113 -0.238
H 4.253 2.143 -1.093
H 3.138 4.344 -0.866
H 0.964 4.514 0.280
H -0.100 2.496 1.228
H 1.235 -2.671 2.815
H 2.442 -3.021 4.945
H 3.584 -1.125 6.038
H 3.507 1.125 5.019
H 2.317 1.485 2.896
I -1.227 -3.768 0.681
C 0.882 -4.044 0.159
H 0.911 -4.982 -0.388
H 1.409 -4.168 1.101
I 4.576 -0.499 -4.474
C 2.955 0.768 -4.013
C 2.985 2.073 -4.482
C 1.937 2.907 -4.138
C 0.907 2.399 -3.361
C 0.961 1.070 -2.984
N 1.975 0.257 -3.287
H 3.804 2.418 -5.097
H 1.921 3.933 -4.480
H 0.076 3.016 -3.058
H 0.153 0.616 -2.424
N 3.131 -2.468 -1.736
C 2.930 -3.495 -2.733
C 2.216 -3.203 -3.890
C 2.052 -4.185 -4.857
C 2.559 -5.459 -4.653
C 3.225 -5.759 -3.472
C 3.422 -4.775 -2.517
H 3.791 -2.815 -1.046
H 3.543 -1.639 -2.174
H 1.848 -2.197 -4.054
H 1.536 -3.958 -5.780
H 2.438 -6.219 -5.413
H 3.607 -6.756 -3.297
H 3.981 -4.997 -1.614
*
```

=====

The following is a quantum chemistry calculation of C42H37N3O3P2Ti as an isolated structure at a distorted geometry, from OMol25.

Calculated values
- Relative energy (zero: lowest compared OMol25 entry of this formula, charge and spin): 0.0 kJ/mol
- Calculated total energy: -96449.0211 eV
- LUMO: -6.88 eV

```
! wB97M-V def2-TZVPD RIJCOSX def2/J DEFGRID3
* xyz 2 1
Ti 0.764 -0.313 0.026
O -2.341 1.918 -2.114
C -2.028 1.438 -3.345
C -2.946 1.714 -4.352
C -2.717 1.265 -5.634
C -1.564 0.536 -5.945
C -0.653 0.266 -4.953
C -0.868 0.705 -3.634
C 0.092 0.325 -2.600
O -0.206 0.550 -1.288
N 1.194 -0.281 -2.872
N 1.880 -0.541 -1.684
C 3.112 -0.919 -1.788
C 4.013 -0.986 -0.660
C 5.315 -1.473 -0.833
C 6.220 -1.427 0.205
C 5.840 -0.860 1.422
C 4.558 -0.368 1.615
C 3.651 -0.454 0.580
O 2.368 -0.030 0.756
H -1.621 1.716 -1.501
H -3.833 2.283 -4.099
H -3.442 1.485 -6.409
H -1.391 0.190 -6.954
H 0.245 -0.297 -5.170
H 3.487 -1.104 -2.792
H 5.603 -1.877 -1.799
H 7.222 -1.810 0.072
H 6.559 -0.791 2.229
H 4.254 0.085 2.551
C -2.625 1.166 1.540
C -2.555 -0.330 1.888
P -1.569 -1.385 0.774
C -1.523 -3.001 1.624
C -2.090 -3.228 2.876
C -2.096 -4.510 3.421
C -1.536 -5.569 2.721
C -0.974 -5.350 1.466
C -0.972 -4.077 0.924
C -2.663 -1.764 -0.633
C -2.165 -1.846 -1.929
C -3.003 -2.149 -2.996
C -4.347 -2.387 -2.764
C -4.843 -2.365 -1.464
C -4.007 -2.065 -0.401
C -1.480 1.944 2.197
P 0.145 1.751 1.413
C 1.314 2.114 2.740
C 1.727 1.080 3.582
C 2.578 1.342 4.644
C 3.024 2.641 4.865
C 2.611 3.673 4.035
C 1.755 3.415 2.971
C 0.319 3.069 0.195
C 1.566 3.213 -0.424
C 1.747 4.169 -1.408
C 0.678 4.973 -1.797
C -0.562 4.821 -1.198
C -0.744 3.870 -0.199
H -3.568 1.556 1.916
H -2.653 1.316 0.458
H -3.553 -0.760 1.893
H -2.152 -0.452 2.894
H -2.538 -2.424 3.446
H -2.552 -4.678 4.389
H -1.548 -6.567 3.145
H -0.554 -6.176 0.906
H -0.573 -3.932 -0.075
H -1.115 -1.709 -2.124
H -2.599 -2.196 -4.002
H -5.010 -2.607 -3.592
H -5.885 -2.592 -1.276
H -4.410 -2.095 0.604
H -1.353 1.609 3.225
H -1.670 3.016 2.238
H 1.382 0.066 3.415
H 2.892 0.540 5.301
H 3.695 2.847 5.690
H 2.953 4.685 4.216
H 1.437 4.225 2.326
H 2.400 2.592 -0.123
H 2.720 4.296 -1.868
H 0.818 5.720 -2.569
H -1.395 5.442 -1.504
H -1.725 3.765 0.251
N 2.076 -3.231 1.066
C 1.410 -2.437 0.579
H 2.591 -3.986 1.485
*
```